# 1
A single C9H12N2O4 molecule, computed with ωB97M-V with the def2-TZVPD basis set.

Properties
molecular weight: 212.21 g mol⁻¹
relative energy (zero: lowest compared OMol25 entry of this formula, charge and spin): 204.4 kJ/mol
total energy: -20697.39993 eV
HOMO-LUMO gap: 10.10 eV

Each line ends with the Mulliken charge.
Cartesian coordinates (Å):
1 O 0.70816 2.77434 -1.55280  -0.6363
2 C 0.07986 1.92887 -0.94608  0.3641
3 C -1.47140 1.69186 -1.15294  -0.4479
4 N -1.99431 0.65677 -0.22784  -0.0400
5 C -3.30200 0.28306 -0.25025  0.6447
6 O -4.19455 1.03979 -0.45111  -0.6022
7 C -3.25682 -1.21861 0.15489  -0.4703
8 O -1.86223 -1.49626 0.45531  -0.4673
9 C -1.16656 -0.49874 -0.21762  0.3717
10 O -0.85862 -0.94117 -1.53503  -0.5438
11 C 0.21310 -0.16112 0.46553  -0.3037
12 C 1.41287 -1.10583 0.28508  -0.7096
13 C 2.60028 -0.12797 0.54733  -0.6802
14 C 2.09692 1.15852 -0.17313  -0.6891
15 N 0.64969 1.11323 -0.02239  0.0945
16 H -2.11286 2.54857 -1.08849  0.4960
17 H -1.51212 1.26842 -2.19219  0.2568
18 H -3.71605 -1.54801 1.10481  0.3306
19 H -3.79019 -1.62272 -0.66684  0.2760
20 H -1.67015 -0.70845 -1.98298  0.5042
21 H 0.01104 -0.10036 1.58657  0.1529
22 H 1.44557 -1.43469 -0.72505  0.3676
23 H 1.35833 -2.02304 0.93925  0.3335
24 H 2.89280 0.04951 1.61309  0.2886
25 H 3.54864 -0.56332 0.24908  0.4054
26 H 2.42093 2.15248 0.29215  0.3273
27 H 2.29910 1.17999 -1.24386  0.3764

# 2
A molecular structure, C21H12Cl6IrNO5S, computed with ωB97M-V with the def2-TZVPD basis set.

Properties
<S²>: 8.792
spin multiplicity: 6
molecular weight: 795.33 g mol⁻¹
relative energy (zero: lowest compared OMol25 entry of this formula, charge and spin): 1995.1 kJ/mol
total energy: -122485.69011 eV
net charge: -1
HOMO-LUMO gap (spin up / spin down): 6.45 / 6.23 eV

Each line ends with the Mulliken spin population.
Cartesian coordinates (Å):
1 Ir -0.63953 0.35777 -1.50542  1.7828
2 O -1.55118 -1.96260 -1.35225  0.1013
3 N -2.12640 -2.10179 -0.18485  0.0573
4 C -1.98994 -3.25794 0.48296  0.0303
5 C -2.63978 -3.48079 1.67562  -0.0149
6 C -3.44646 -2.48174 2.20107  -0.0117
7 C -3.53771 -1.26896 1.54572  0.0066
8 C -2.84032 -1.03372 0.36083  0.0359
9 S -2.92632 0.49785 -0.50298  0.1368
10 H -1.33835 -3.96875 -0.00252  -0.0079
11 H -2.50321 -4.42436 2.18308  -0.0020
12 H -3.97944 -2.63656 3.12994  -0.0014
13 H -4.11983 -0.44815 1.93957  -0.0027
14 O -2.23989 -0.42100 -3.99834  0.0225
15 C -1.38946 -0.10458 -3.31562  0.1791
16 C -0.16835 -0.98635 2.51513  0.8174
17 C -0.18479 1.25253 0.97777  0.0019
18 C -0.89061 2.05164 1.88157  0.1368
19 C -1.22419 3.37507 1.76167  0.0037
20 Cl -2.24796 4.10747 2.96555  0.0018
21 C -0.72609 4.12276 0.72598  0.0434
22 C 0.16889 3.48786 -0.10636  0.0192
23 C 0.46289 2.13534 -0.02435  -0.0147
24 O 1.55564 1.55045 -0.65617  0.0334
25 C 2.24250 2.35537 -1.60580  0.0058
26 C 1.35257 2.72865 -2.80355  -0.0075
27 O 1.84836 3.51805 -3.60559  0.0095
28 O 0.20404 2.19802 -2.82334  0.0590
29 H -0.20042 -1.43537 3.48300  -0.1125
30 H 1.30871 -0.05286 1.43169  0.1764
31 H -1.15485 -0.53003 0.66009  -0.0702
32 H -1.23543 1.48015 2.74176  0.0123
33 H -0.96956 5.16715 0.59985  0.0022
34 H 0.65794 4.07030 -0.87319  0.0025
35 H 3.07376 1.75420 -1.96766  0.0012
36 H 2.62008 3.26837 -1.14156  -0.0007
37 Cl 0.06637 -0.32675 1.13228  0.4006
38 C 0.66920 -1.14520 -0.01113  0.4442
39 C 1.83040 -1.67129 -0.53589  0.3198
40 C 2.31387 -2.41696 -1.62679  0.0349
41 Cl 1.32962 -3.12726 -2.84013  0.0056
42 C 3.69226 -2.44172 -1.58005  0.1347
43 Cl 4.71014 -3.20818 -2.72729  0.0160
44 C 4.15289 -1.70626 -0.45074  0.0497
45 Cl 5.80501 -1.46445 -0.04024  0.0112
46 C 3.06726 -1.22773 0.22057  0.1347
47 Cl 3.13767 -0.14764 1.66612  0.0162

# 3
3 unconnected molecules or ions with the total composition C24H31NO7, computed with ωB97M-V with the def2-TZVPD basis set.

Properties
molecular weight: 445.51 g mol⁻¹
relative energy (zero: lowest compared OMol25 entry of this formula, charge and spin): 581.9 kJ/mol
total energy: -41209.91041 eV
HOMO-LUMO gap: 8.56 eV

Each line ends with the Mulliken charge.
Cartesian coordinates (Å):
1 H 5.16503 -0.57880 1.69486  0.1814
2 N 4.35064 -1.11307 1.99049  -0.6356
3 C 3.44968 -0.28481 2.35751  0.6663
4 C 2.14241 -0.85613 2.83289  -1.2574
5 C 3.64341 1.20218 2.33892  -1.1324
6 C 2.58098 1.98698 1.56042  0.3054
7 C 2.12787 1.31816 0.27120  -0.4529
8 C 0.75269 1.80163 -0.22405  -1.1890
9 C -0.37466 1.65567 0.80059  -0.2782
10 C -1.69661 1.16598 0.20046  -0.3142
11 C -2.56798 0.59379 1.29631  -0.9826
12 O -3.95008 0.67752 0.95434  -0.2919
13 C -4.75341 0.22922 2.03374  -0.3594
14 C -5.30704 1.40892 2.81541  -1.1463
15 O 3.23470 3.25045 1.23786  -0.3814
16 C 2.41765 4.34540 1.30857  0.1766
17 O 2.26525 5.00472 2.32995  -0.5076
18 H 1.79499 -1.58866 2.11219  0.3006
19 H 2.32965 -1.40011 3.75296  0.4435
20 H 1.37034 -0.11317 2.98271  0.2084
21 H 4.61521 1.48527 1.95046  0.5165
22 H 3.60967 1.54742 3.37297  0.2694
23 H 1.75980 2.24045 2.22562  0.4934
24 H 2.85241 1.60399 -0.48304  0.3021
25 H 2.07199 0.24100 0.36200  0.2090
26 H 0.50778 1.16747 -1.07426  0.5366
27 H 0.80535 2.81255 -0.61517  0.4186
28 H -0.09063 1.01850 1.63481  0.0929
29 H -0.58085 2.63748 1.22622  0.2528
30 H -2.23125 1.99959 -0.23649  0.2637
31 H -1.50505 0.42209 -0.56859  0.4709
32 H -2.39536 1.16891 2.20978  0.3770
33 H -2.31995 -0.44882 1.50032  0.3594
34 H -4.18634 -0.40874 2.70772  0.3578
35 H -5.58313 -0.33935 1.62123  0.3541
36 H -5.97452 1.98949 2.19024  0.2771
37 H -5.81250 1.08251 3.71764  0.4073
38 H -4.48329 2.05007 3.12107  0.2768
39 H 1.92927 4.59354 0.35894  0.3796
40 O -5.26726 -1.97036 -4.68650  -0.5515
41 C -4.83854 -0.97203 -4.14915  0.3203
42 C -4.06726 0.03916 -4.91430  -0.3832
43 C -3.59879 1.13584 -4.32677  -0.4538
44 C -3.82459 1.39511 -2.88144  0.4437
45 O -3.40485 2.40784 -2.36422  -0.5594
46 C -4.59048 0.38080 -2.10878  -0.1777
47 C -5.06366 -0.71139 -2.70699  -0.3117
48 H -3.91603 -0.16807 -5.96606  0.4089
49 H -3.03832 1.88927 -4.86587  0.4163
50 H -4.74591 0.57178 -1.05175  0.4256
51 H -5.63085 -1.46285 -2.17210  0.4281
52 O 4.56723 -6.60734 -1.78727  -0.5521
53 C 4.38512 -5.41796 -1.64096  0.2800
54 C 4.08676 -4.54084 -2.80129  -0.3895
55 C 3.88705 -3.23582 -2.64446  -0.4281
56 C 3.95287 -2.60027 -1.30308  0.3748
57 O 3.76345 -1.40861 -1.17426  -0.4881
58 C 4.25247 -3.47466 -0.13824  -0.0421
59 C 4.45016 -4.78183 -0.30311  -0.4858
60 H 4.04280 -5.02438 -3.76892  0.3977
61 H 3.66828 -2.57764 -3.47603  0.4223
62 H 4.29792 -2.99297 0.83593  0.5017
63 H 4.66833 -5.44209 0.52682  0.4355

# 4
2 unconnected molecules or ions with the total composition C5H8Cl2Si, computed with ωB97M-V with the def2-TZVPD basis set.

Properties
molecular weight: 167.11 g mol⁻¹
relative energy (zero: lowest compared OMol25 entry of this formula, charge and spin): 256.3 kJ/mol
total energy: -38236.77058 eV
HOMO-LUMO gap: 8.10 eV

Each line ends with the Mulliken charge.
Cartesian coordinates (Å):
1 C -1.53950 0.13066 0.32202  -0.3743
2 C -0.83633 -0.56385 -0.66323  -0.1785
3 C -1.18004 1.22472 0.89423  -0.7928
4 C 0.50535 -0.78226 -0.83923  -0.2206
5 C 1.70520 -0.39090 -0.05673  -1.1035
6 Si -4.09226 0.82674 -1.75396  0.3898
7 Cl -5.49610 0.09067 -0.39806  -0.2236
8 Cl -4.26285 2.80212 -1.54602  -0.1557
9 H -2.57390 -0.21243 0.49981  0.5373
10 H -1.59930 -0.91509 -1.31452  0.1931
11 H -0.22878 1.59761 0.48109  0.2348
12 H -1.69075 1.83825 1.59399  0.3179
13 H 0.74912 -1.41873 -1.61247  0.4285
14 H 2.15064 0.32976 -0.86368  0.2673
15 H 2.47694 -1.17927 -0.04524  0.3340
16 H 1.47372 0.07176 0.93224  0.3463

> Which value of molecular weight does entry 4 give?

167.11 g mol⁻¹

> What is the formula in the third record?

C24H31NO7